No. 1
Here is C27H58B2MgO15S4 as an isolated structure at a distorted geometry from the OMol25 dataset. Energies are from wB97M-V/def2-TZVPD.

Geometry as XYZ:
```
107
Properties=species:S:1:pos:R:3:forces:R:3
S 3.244906 -1.035873 1.404082 1.3 1.1 2.1
S 3.453874 1.198644 -2.858720 2.5 1.0 -0.9
S -1.698951 -0.605063 4.587413 -0.5 1.9 -1.4
S -0.933100 1.161238 -3.535569 0.4 0.7 1.0
Mg 1.029374 -0.336046 -1.157843 0.9 0.7 -0.2
O 2.632553 0.527819 -1.842303 1.9 1.3 -1.5
O -2.210035 1.665541 -2.990276 1.8 -0.8 -0.3
O 0.228573 0.864941 -2.587333 -3.3 1.5 -3.7
O -2.315238 -1.550914 3.633961 1.0 0.4 1.4
O 1.381958 2.551378 1.988387 1.2 0.3 -0.3
O -6.793371 -1.721776 -0.400198 1.3 0.6 0.0
O 3.470113 2.363531 1.046996 -4.3 2.0 -0.1
O -1.522261 -5.661784 -0.218207 0.3 0.2 1.8
O -5.041027 -1.220207 0.910381 -1.8 -1.1 0.7
O 4.669304 -0.703735 1.360994 -1.5 -0.6 -0.5
O 2.399903 -0.743171 0.242286 1.5 -1.0 2.0
O -4.947439 -0.725236 -1.184847 0.0 -0.5 -3.4
O 1.753389 3.604142 0.017710 2.2 -2.0 1.7
O -0.330712 -0.710890 5.082495 -1.0 -1.1 -0.2
O 2.976447 2.405331 -3.550986 0.0 -1.8 0.9
C -1.316596 0.409060 -6.088047 -0.2 -0.2 -0.8
C 5.407506 -0.719120 -3.370509 -1.0 0.1 0.1
C -0.437758 4.121398 -0.863768 0.3 -0.3 1.9
C -2.888842 -0.239403 5.951405 0.5 0.0 0.5
C 0.500833 4.075880 0.443116 -0.8 1.3 -1.1
C -3.904927 0.017066 -0.655600 0.2 3.0 0.4
C 5.164284 1.529382 -2.167178 -1.1 -0.3 -0.3
C -3.906823 -0.499279 0.739527 2.6 1.6 1.3
C 2.712206 -1.338618 4.048646 0.4 0.8 0.0
C -0.394528 2.338947 -4.890954 0.2 -1.2 0.6
C -0.021610 -4.264666 0.906372 1.1 -0.6 -0.8
C -1.293176 -0.218793 -4.660581 1.2 0.4 -0.2
C 0.204219 3.263875 1.735833 -2.0 0.3 -1.3
C 4.253126 0.008348 -4.058470 -0.8 0.0 -0.2
C 2.510563 -0.337386 2.951702 -0.2 1.2 -0.4
C -3.109723 1.753092 4.488124 0.8 -0.5 -1.2
C -3.897607 0.723355 5.370931 0.0 0.5 -1.3
C -4.288639 1.506506 -0.807358 0.2 -0.1 -0.2
C -5.697030 -1.234299 -0.257071 -2.7 -2.1 0.6
C 3.065830 -2.751744 2.084871 -0.3 0.0 -1.1
C 5.940911 0.182256 -2.256048 -0.2 1.1 0.8
C 2.310712 2.844511 1.041838 2.8 -1.8 -1.3
C -1.775123 1.108568 3.852096 -1.0 -0.3 1.6
C -2.315753 -4.960505 1.995287 0.0 -1.1 -0.9
C 2.316213 -2.612795 3.399424 0.4 -0.9 0.3
C -1.266514 -5.130604 0.843240 -1.1 1.6 -0.6
C -1.246405 1.955328 -6.125253 -0.7 -0.2 2.1
B -0.386290 0.351124 0.087063 -1.7 0.5 1.6
B 0.823285 -2.102486 -2.048799 -0.4 -2.3 -1.3
H -2.261233 2.308719 -5.942677 -0.1 0.3 0.0
H -0.892718 1.577917 4.287043 -0.1 0.0 0.2
H 3.506081 -0.627274 -4.533872 0.0 0.0 0.2
H -0.098693 3.888640 2.576073 0.5 0.2 0.0
H -3.186784 -5.474546 1.588882 -0.2 0.2 0.6
H 1.500303 -1.410420 -2.525183 2.6 1.9 -2.0
H 4.948960 1.986634 -1.201430 0.4 -0.4 0.3
H -3.776896 2.159921 3.728211 0.1 -0.2 -0.2
H -3.393740 2.108795 -0.650810 -0.1 0.1 0.2
H -3.278598 -1.166974 6.370684 0.0 0.0 -0.2
H 0.114472 -0.361000 0.724527 1.4 -2.7 2.9
H -3.947585 0.346295 1.426149 0.6 -0.1 0.4
H -1.182877 0.912702 0.550025 -2.8 1.8 1.8
H 0.743713 5.084355 0.777905 -0.6 0.4 -0.2
H -0.164163 -1.667638 -2.039694 -3.7 1.4 -0.3
H -4.644190 1.733101 -1.812511 0.3 -0.3 -0.2
H 0.642527 2.015513 -4.980412 0.2 0.4 -0.3
H -2.881078 -0.048264 -1.023779 -0.5 -0.8 -1.0
H 1.250981 -2.546081 3.178220 -0.2 -0.4 0.4
H 2.594666 -3.367700 4.134744 -0.5 -0.7 -0.5
H 3.747858 -1.305733 4.386948 0.3 -0.3 -0.3
H 4.699911 0.633652 -4.831432 -0.5 0.5 0.1
H 0.489718 -4.437994 -0.040523 0.4 0.2 0.2
H 1.462796 -0.251588 2.663729 -0.2 0.3 0.2
H 2.493402 -3.266819 1.313440 0.1 -0.3 0.0
H 4.045242 -3.219104 2.186938 0.0 0.3 -0.1
H 6.215780 -0.849295 -4.090123 -0.3 -0.4 -0.1
H 1.070279 -2.251462 -1.009069 1.2 -1.0 3.8
H -0.464447 3.341873 -4.469831 0.0 -0.1 -0.2
H 2.146733 -1.159663 4.963151 -0.4 0.3 -0.4
H 0.377980 1.030844 -0.256614 2.4 3.1 -0.8
H -2.767467 2.629544 5.038383 -0.2 -0.2 0.4
H 2.928104 0.624777 3.248352 0.0 0.1 -0.8
H -5.111990 1.836341 -0.173791 0.1 -0.2 0.5
H -0.634564 2.592813 1.550874 0.3 -0.3 0.0
H -2.198168 0.101979 -6.650731 0.0 -0.1 0.2
H -2.478248 -3.903818 2.207651 0.2 0.2 -0.4
H 5.074807 -1.682362 -2.983774 0.2 0.0 -0.1
H -4.554000 1.325430 5.999226 0.5 -0.3 0.9
H -0.782417 -0.199493 -0.752070 -1.8 -1.7 -2.7
H 0.579560 -4.566795 1.763931 -0.1 -0.1 0.1
H 5.880582 -0.266596 -1.264598 0.3 -0.3 -0.2
H -2.297477 0.258071 6.720115 0.3 -0.1 0.0
H -1.950619 -5.418357 2.914606 0.2 -0.2 -0.2
H -1.580859 1.114706 2.779561 -0.7 -0.4 -0.1
H 0.781501 -3.013595 -2.625324 0.0 -3.4 -1.8
H -0.025640 4.794117 -1.615895 0.3 0.0 0.3
H -3.001563 -1.095390 0.854699 -0.1 -0.1 0.7
H -2.135438 -0.800698 -4.286303 -0.2 0.5 -0.2
H -4.631093 0.156920 4.797125 0.2 0.0 -0.5
H 5.630424 2.285178 -2.799290 -0.4 0.0 -0.2
H -0.946203 2.398312 -7.074850 0.4 -0.3 0.2
H 6.967720 0.400966 -2.549192 0.1 0.2 0.7
H -0.232865 -3.197404 0.972851 -0.6 0.0 0.1
H -0.465180 0.032531 -6.654987 0.1 -0.2 0.2
H -1.422154 4.498583 -0.586637 0.0 0.1 0.1
H -0.594809 3.140112 -1.311578 0.3 -0.1 0.3
H -0.420947 -0.870145 -4.605324 0.0 -0.1 0.2
```
Positions in Å, forces in eV/Å.

Computed properties:
Kohn-Sham gap (spin up / spin down) = 7.46 / 3.70 eV
LUMO (spin up / spin down) = -4.63 / -8.38 eV
Multiplicity = 2
F_max = 0.100 Eh/bohr
Highest occupied orbital energy (spin up / spin down) = -12.0894 / -12.0874 eV
Calculated total energy = -109776.50534 eV
⟨S²⟩ = 0.757
Charge = +1


No. 2
Here is C27H58CuNP3 as an isolated structure at a distorted geometry from the OMol25 dataset. Energies are from wB97M-V/def2-TZVPD.

Geometry as XYZ:
```
90
Properties=species:S:1:pos:R:3:forces:R:3
Cu 0.084654 1.471066 -0.592453 -1.8 -5.1 -2.2
P -0.861593 -1.774941 -1.027504 1.6 4.3 0.9
P 3.890977 -0.035637 -1.435321 -2.8 0.2 0.6
P -1.694641 1.830566 4.067034 0.8 -0.1 -0.9
N -0.400502 -0.318319 -0.691079 -0.5 -1.5 0.1
C 2.716380 1.645655 -1.024567 3.7 -0.4 -1.0
C -0.494932 3.037638 0.034784 -0.6 0.6 -0.3
C -0.954875 -1.931470 -2.895757 -0.2 -1.0 0.2
C 1.462000 2.023015 -1.720537 -0.2 0.4 -1.0
C 1.173815 3.535906 -1.844599 0.3 0.3 -0.3
C 0.434481 -2.931868 -0.293704 -0.7 -0.8 -0.2
C 0.251582 -1.219025 -3.529886 0.2 0.0 0.0
C 1.917523 3.034983 1.081649 -0.4 -0.7 0.1
C -2.215361 -1.239478 -3.438584 0.0 -0.1 -0.2
C 1.692571 -2.942424 -1.174872 0.1 0.1 0.1
C -2.549819 -1.973804 -0.214857 0.0 -0.8 -0.5
C -3.418686 -0.739151 -0.530976 0.0 0.0 0.0
C 4.191872 0.258810 -3.216795 0.1 0.0 -0.1
C 5.516628 0.340201 -0.693117 0.3 0.2 0.1
C -3.246717 -3.244466 -0.719166 -0.6 0.0 0.5
C -2.377966 -2.046202 1.312242 -0.2 0.0 0.1
C 0.872344 -2.401478 1.081821 0.1 0.1 0.0
C -1.510661 2.908060 5.489391 -0.2 0.2 0.4
C -0.111679 -4.359826 -0.149740 0.5 -0.3 0.2
C 0.202528 1.269017 1.934522 -0.2 0.1 0.0
C 2.853132 1.969030 0.461397 0.5 0.3 0.4
C -2.634736 2.657688 2.788609 -0.6 0.3 0.0
C -0.986404 -3.410312 -3.300993 -0.2 0.0 -0.7
C -0.038094 1.401655 3.456930 0.4 0.0 0.1
C -2.551341 0.328322 4.558960 -0.3 -0.2 0.3
C -0.008573 4.049121 -0.955994 0.0 0.7 -0.2
C 0.393275 2.647471 1.187855 0.4 2.2 2.5
H -0.916651 -4.430347 0.590484 0.2 0.0 -0.2
H 5.389442 0.861222 0.265910 0.1 -0.1 -0.3
H 0.069206 -1.116229 -4.609208 0.0 -0.1 0.1
H 1.159166 -1.345724 0.999533 -0.1 -0.2 -0.1
H -0.578996 0.648133 1.465262 0.2 0.1 0.1
H -1.552103 3.104923 0.308728 0.1 0.2 0.0
H -1.942260 -2.996010 1.648891 -0.1 0.3 -0.1
H 1.751478 -2.973464 1.412853 -0.2 0.0 -0.1
H 2.022882 3.995450 0.565765 -0.1 -0.2 0.1
H -3.513061 -3.180929 -1.780122 0.1 0.0 0.3
H -0.456689 -4.776166 -1.103799 0.0 0.1 0.3
H -1.180254 3.906744 5.167394 -0.1 -0.4 0.0
H 1.315264 1.516632 -2.685789 0.3 0.2 0.2
H -2.108682 3.557017 2.437272 0.0 -0.3 0.1
H -3.444316 0.594635 5.145150 0.2 -0.1 -0.2
H 0.660356 2.145695 3.868823 -0.2 -0.1 0.0
H -4.180878 -3.354565 -0.148856 0.0 -0.2 -0.2
H -1.823635 -3.944382 -2.836840 0.2 0.0 -0.1
H -1.894608 -0.297221 5.182317 -0.2 0.2 -0.2
H 2.263006 3.211114 2.117497 0.0 -0.1 -0.3
H 5.981797 -0.637989 -0.489622 0.0 0.4 -0.1
H 0.024908 3.373807 1.940063 0.4 0.2 0.9
H -0.052866 -3.934370 -3.075141 -0.3 0.1 -0.1
H 0.200098 0.435831 3.927281 0.0 0.2 0.1
H -1.771011 -1.208436 1.684344 0.0 -0.2 -0.2
H -0.767916 2.500188 6.189166 -0.2 0.0 -0.2
H 1.529818 -3.392177 -2.159712 0.1 0.1 0.2
H -1.134099 -3.445669 -4.390217 0.0 -0.2 0.1
H -4.274856 -0.727670 0.159839 0.1 -0.1 -0.1
H 0.098860 -2.499576 1.849772 0.1 0.0 -0.1
H 3.555664 2.144742 -1.552862 -0.2 1.1 0.3
H 6.162283 0.919041 -1.365482 0.0 0.0 0.3
H 2.454969 -3.550677 -0.664451 -0.1 0.1 -0.1
H -2.136447 -1.225990 -4.535686 0.0 0.0 0.2
H -2.647662 -4.145895 -0.549837 -0.2 0.2 -0.1
H -3.136477 -1.784625 -3.192968 0.2 0.2 -0.1
H -3.818800 -0.756735 -1.551830 0.1 0.0 0.4
H 3.876898 2.343819 0.634193 -0.3 -0.1 0.0
H -2.472346 3.005485 6.011558 0.2 0.0 -0.1
H -3.611018 2.957355 3.199621 0.2 -0.1 -0.1
H -2.805010 1.986117 1.933816 0.2 0.1 0.2
H -2.868083 -0.253192 3.679705 0.2 0.2 0.2
H 3.230572 0.413470 -3.731240 0.3 -0.1 0.2
H 4.664755 -0.650194 -3.619512 -0.1 0.4 0.0
H -2.843115 0.184327 -0.394980 0.0 -0.2 -0.1
H 0.713329 -4.994630 0.205569 -0.2 -0.1 0.0
H -2.288964 -0.203275 -3.094570 0.0 -0.2 0.0
H -3.372948 -1.963821 1.776539 0.1 -0.1 -0.1
H 1.194720 -1.765406 -3.403231 -0.3 0.2 0.0
H 2.811182 1.048876 1.062482 -0.2 0.0 0.0
H -0.854133 4.308419 -1.618187 0.3 -0.1 0.3
H 0.371755 -0.220697 -3.100470 -0.1 -0.2 0.0
H 0.912167 3.761708 -2.893982 0.2 0.0 0.3
H 2.068695 4.132130 -1.603315 0.0 -0.1 -0.2
H 4.848621 1.125661 -3.379147 -0.2 -0.2 -0.1
H 1.130504 0.685987 1.852135 -0.4 0.1 -0.1
H 2.112890 -1.929465 -1.288978 -0.3 -0.5 0.0
H 0.275418 4.997197 -0.466620 0.1 0.3 -0.1
```
Positions in Å, forces in eV/Å.

Computed properties:
Kohn-Sham gap (spin up / spin down) = 4.16 / 5.05 eV
LUMO (spin up / spin down) = -0.25 / -0.25 eV
Multiplicity = 2
F_max = 0.113 Eh/bohr
Highest occupied orbital energy (spin up / spin down) = -4.4164 / -5.3033 eV
Calculated total energy = -102929.84114 eV
⟨S²⟩ = 0.756
Relative energy (zero: lowest compared OMol25 entry of this formula, charge and spin) = 0.764 eV


No. 3
Here is C27H58MnO4P2Si as an isolated structure at a distorted geometry from the OMol25 dataset. Energies are from wB97M-V/def2-TZVPD.

Geometry as XYZ:
```
93
Properties=species:S:1:pos:R:3:forces:R:3
Mn -0.188822 1.934902 0.554019 0.7 -0.3 0.0
P -2.163340 -2.159878 1.824947 -2.0 -4.9 0.0
P -4.609812 -2.278936 -1.249810 -2.4 -4.1 0.0
Si 2.561148 1.690562 0.749854 0.1 -0.3 -0.2
O 1.309274 0.836123 1.296138 0.0 0.0 0.0
O 1.612048 2.877515 -0.015518 1.2 1.2 -1.0
O 3.654597 1.033766 -0.259060 -0.1 -0.3 -0.1
O 3.503815 2.471845 1.839426 -0.3 0.0 0.8
C 4.243093 3.713122 3.716183 -0.1 0.1 0.2
C -1.882743 -3.572403 2.971494 0.2 0.3 0.9
C 3.289425 3.562332 -1.667846 0.5 0.2 -0.3
C 5.501066 -0.461455 -0.632410 0.0 -0.1 0.1
C -2.150012 -0.683202 2.876215 0.3 0.7 0.3
C 1.768935 3.458654 3.300522 -0.1 0.2 0.2
C 2.499954 5.130067 0.187971 0.3 0.2 0.1
C -6.204658 -1.498136 -0.979820 -1.1 0.5 0.1
C -1.392535 -3.098848 0.228218 2.5 3.0 -2.8
C 0.975663 4.488925 -1.706563 -0.3 0.2 -0.4
C 3.133468 2.774172 3.230214 0.4 -0.2 -0.8
C 4.096223 0.274480 -2.520909 -0.1 -0.2 -0.1
C -1.331434 -3.835477 -2.175524 1.1 0.4 -0.3
C -3.944739 -2.674231 1.465231 -0.5 0.2 0.5
C 4.066624 -0.121633 -1.042588 -0.2 0.4 0.4
C -1.156782 2.350814 -1.189907 -0.7 -0.2 0.5
C -2.976353 -2.004411 -2.970648 -0.2 0.4 -1.2
C -5.127271 -3.621044 -2.438133 -0.6 0.0 -0.3
C -3.418223 -1.171407 -1.853963 0.9 1.1 1.1
C 3.083036 1.449515 3.993152 0.0 0.0 0.2
C -1.977775 -4.045590 -0.773056 0.8 -0.8 0.2
C -1.151968 -1.647486 -0.460140 1.0 -0.2 0.4
C -4.259298 -3.376020 0.148758 -1.8 1.1 0.3
C 2.131595 4.058399 -0.823855 -0.6 -0.6 0.4
C -1.714862 -2.670414 -3.167239 1.1 -1.0 -0.7
C 3.100428 -1.278845 -0.777684 0.1 -0.1 -0.2
C -2.447878 -0.822981 -0.652112 0.1 0.4 -0.9
H 4.129681 3.235680 -1.043820 -0.2 0.0 -0.2
H -0.411653 2.186649 -1.975618 -0.4 -0.1 0.1
H -6.366992 -1.299314 0.084199 0.0 0.1 -0.1
H -1.418307 -4.744737 -2.802905 -0.1 0.0 0.9
H -6.247388 -0.557361 -1.543365 -0.1 -0.1 0.1
H 2.943825 6.013987 -0.292215 -0.2 -0.2 -0.1
H 4.848146 1.061319 -2.691452 -0.4 -0.2 0.1
H 0.970805 2.739473 3.034248 0.3 0.4 0.0
H -5.457096 -3.184080 -3.400600 0.1 -0.1 0.5
H -4.193861 -3.350702 2.304320 0.0 0.4 -0.4
H 2.095472 -1.028838 -1.152759 0.3 -0.1 0.2
H 3.443475 -2.178690 -1.312108 -0.1 0.3 0.2
H -0.433641 -3.503004 0.588251 -0.3 0.5 0.5
H 1.215652 5.354132 -2.339955 0.3 -0.1 0.3
H 4.071284 3.991396 4.768309 0.1 -0.1 -0.3
H -5.064913 -4.133772 0.283620 0.3 0.8 -0.3
H -0.238724 -3.691865 -1.978875 -0.3 -0.4 -0.3
H 3.688839 4.348631 -2.332701 -0.4 -0.1 0.3
H 5.580582 -0.668363 0.443145 -0.1 0.1 -0.3
H -4.578855 -1.781155 1.595704 0.0 0.0 0.1
H -1.943534 1.597199 -1.229333 0.0 0.8 -0.7
H -0.508513 -1.656942 -1.362832 -0.8 -0.2 0.3
H -7.009851 -2.163757 -1.334031 0.3 0.4 0.2
H -2.793173 0.133442 2.524650 0.1 -0.3 -0.2
H -1.704821 -5.077851 -0.488903 -0.2 0.3 0.2
H -3.956171 -0.239417 -2.160820 0.3 -0.1 0.3
H -0.817318 -2.014107 -3.280963 0.0 -0.1 0.2
H 0.676712 3.685959 -2.385825 0.2 0.2 0.1
H -3.281799 -3.979495 -0.517758 0.9 0.2 0.2
H -3.032699 -0.753263 0.301276 0.2 -0.1 -0.7
H 2.334788 0.788375 3.532765 0.2 0.2 0.1
H 4.397952 -0.604124 -3.111519 -0.1 0.2 0.1
H -0.509264 -1.077291 0.258393 -0.4 -0.2 -0.2
H -4.352269 -4.367052 -2.684372 -0.1 0.7 0.4
H 3.108592 0.596948 -2.880386 0.3 0.0 0.1
H -2.178043 0.219276 -0.825993 0.2 -0.7 0.2
H 0.090988 4.752084 -1.118009 0.2 0.0 0.0
H 4.251823 4.640123 3.121943 0.0 -0.3 0.1
H -3.564586 -1.926720 -3.883568 -0.2 0.3 0.3
H 1.604350 5.456322 0.740215 0.3 -0.1 -0.2
H -5.990885 -4.167930 -1.994083 0.3 0.4 -0.1
H 4.060336 0.949091 3.964226 -0.2 0.2 0.0
H 5.232225 3.242872 3.629836 -0.3 0.0 0.0
H -1.583821 3.355490 -1.217711 0.0 -0.2 -0.3
H -0.935602 -3.448488 3.506213 0.0 -0.2 0.0
H 5.824878 -1.353190 -1.190654 0.0 0.2 0.2
H 1.591997 3.774855 4.341593 0.0 -0.1 -0.3
H -2.495325 -0.973000 3.882801 0.1 -0.1 -0.4
H -1.796772 -3.161395 -4.180363 0.2 0.5 0.9
H -1.860334 -4.527163 2.409614 -0.1 0.7 0.1
H 3.244555 4.737828 0.893213 -0.2 0.1 -0.1
H 6.176865 0.366860 -0.892587 -0.2 -0.2 0.2
H 2.959743 2.735689 -2.316402 0.2 0.3 0.4
H 2.792824 1.628520 5.040136 0.2 -0.1 -0.2
H 3.048751 -1.508784 0.297996 0.0 0.1 -0.4
H -1.128032 -0.288354 2.978234 -0.2 -0.2 -0.1
H -2.707699 -3.619434 3.712301 0.5 0.0 -0.2
H 1.744917 4.354639 2.659730 -0.1 -0.4 0.2
```
Positions in Å, forces in eV/Å.

Computed properties:
Kohn-Sham gap (spin up / spin down) = 4.01 / 3.39 eV
LUMO (spin up / spin down) = -0.16 / -0.78 eV
Multiplicity = 6
F_max = 0.103 Eh/bohr
Highest occupied orbital energy (spin up / spin down) = -4.1711 / -4.1723 eV
Calculated total energy = -94900.33435 eV
⟨S²⟩ = 8.767
Relative energy (zero: lowest compared OMol25 entry of this formula, charge and spin) = 7.922 eV